1.
ORCA calculation (ωB97M-V with the def2-TZVPD basis set) on a molecular structure, C51H61O5P3PtSSi in a non-equilibrium geometry.

```
123
C51H61O5P3PtSSi, DFT ωB97M-V with the def2-TZVPD basis set
Pt 0.209 0.191 -0.281
O -2.729 -1.620 -2.004
C -2.581 -0.611 -1.340
O -1.889 -0.472 -0.288
C -3.364 0.657 -1.845
P -2.715 2.330 -1.436
C -2.556 2.278 0.393
C -3.346 1.426 1.158
C -3.252 1.437 2.534
C -2.376 2.301 3.170
C -1.617 3.183 2.421
C -1.724 3.187 1.041
C -0.938 2.190 -1.892
C -0.334 1.017 -2.407
C 0.986 1.082 -2.886
C 1.711 2.256 -2.820
C 1.121 3.403 -2.311
C -0.189 3.368 -1.867
H -4.395 0.603 -1.478
H -3.428 0.588 -2.937
H -4.016 0.731 0.678
H -3.872 0.771 3.115
H -2.303 2.292 4.248
H -0.940 3.874 2.905
H -1.145 3.900 0.474
H -0.944 0.172 -2.710
H 1.426 0.207 -3.342
H 2.721 2.266 -3.189
H 1.667 4.334 -2.287
H -0.660 4.285 -1.541
C -0.077 0.086 4.073
P 0.326 0.095 2.245
C 1.645 1.366 2.342
C 1.548 2.377 1.390
C 2.390 3.469 1.414
C 3.376 3.554 2.382
C 3.498 2.545 3.322
C 2.626 1.470 3.320
C 1.061 -1.574 2.193
C 0.398 -2.485 1.374
C 0.860 -3.782 1.265
C 1.988 -4.178 1.966
C 2.642 -3.279 2.792
C 2.178 -1.980 2.909
P -1.753 -0.559 4.564
C -1.620 -2.296 3.988
C -0.692 -3.195 4.502
C -0.704 -4.513 4.091
C -1.645 -4.947 3.170
C -2.572 -4.058 2.656
C -2.560 -2.737 3.064
C -1.388 -0.881 6.337
C -0.469 -0.144 7.076
C -0.290 -0.400 8.425
C -1.042 -1.376 9.054
C -1.984 -2.094 8.334
C -2.162 -1.840 6.988
H -0.027 1.125 4.414
H 0.690 -0.514 4.572
H 0.771 2.297 0.630
H 2.264 4.260 0.690
H 4.040 4.404 2.411
H 4.268 2.604 4.077
H 2.724 0.720 4.088
H -0.482 -2.164 0.826
H 0.344 -4.480 0.623
H 2.367 -5.183 1.860
H 3.514 -3.586 3.352
H 2.714 -1.289 3.540
H 0.032 -2.869 5.237
H 0.017 -5.208 4.496
H -1.651 -5.980 2.855
H -3.310 -4.395 1.944
H -3.283 -2.037 2.671
H 0.114 0.634 6.606
H 0.440 0.170 8.984
H -0.895 -1.576 10.105
H -2.580 -2.850 8.826
H -2.901 -2.396 6.424
C 5.704 -1.345 1.152
C 5.701 -2.066 -0.193
C 4.720 -3.239 -0.182
C 7.110 -2.554 -0.551
O 5.320 -1.168 -1.220
Si 4.265 0.042 -1.437
S 2.470 -0.501 -0.388
O 4.203 0.240 -3.043
C 4.408 -0.630 -4.152
C 3.528 -1.873 -4.028
C 4.036 0.180 -5.399
C 5.874 -1.065 -4.232
O 4.667 1.448 -0.755
C 5.645 2.439 -1.054
C 4.924 3.635 -1.676
C 6.703 1.912 -2.015
C 6.285 2.867 0.268
H 6.046 -2.010 1.940
H 4.696 -1.004 1.373
H 6.362 -0.480 1.099
H 4.992 -3.952 0.591
H 4.727 -3.741 -1.148
H 3.717 -2.864 0.009
H 7.467 -3.266 0.188
H 7.806 -1.720 -0.591
H 7.103 -3.040 -1.524
H 2.482 -1.595 -3.924
H 3.831 -2.432 -3.146
H 3.641 -2.503 -4.908
H 2.998 0.501 -5.351
H 4.182 -0.423 -6.292
H 4.665 1.066 -5.462
H 6.164 -1.539 -3.299
H 6.527 -0.212 -4.401
H 5.988 -1.772 -5.051
H 4.512 3.349 -2.638
H 5.612 4.465 -1.815
H 4.116 3.942 -1.020
H 6.243 1.678 -2.969
H 7.155 1.005 -1.625
H 7.474 2.661 -2.169
H 5.507 3.137 0.976
H 6.934 3.722 0.098
H 6.865 2.057 0.702
```

Spin multiplicity: 3
LUMO level (alpha / beta), eV: 0.4790 / -2.1590
<S²>: 2.02
Orbital gap (alpha / beta), Eh: 0.2936 / 0.2144
Charge: 0

2.
ORCA calculation (ωB97M-V with the def2-TZVPD basis set) on a molecular structure, C51H65GeN6O2Ti in a non-equilibrium geometry.

```
126
C51H65GeN6O2Ti, DFT ωB97M-V with the def2-TZVPD basis set
Ti -0.633 -0.026 -0.321
C 3.280 -2.493 -2.585
C 1.784 -2.323 -2.870
C 1.313 -3.456 -3.788
C 1.478 -1.009 -3.551
C 2.316 -0.579 -4.570
C 2.037 0.558 -5.301
C 0.883 1.266 -5.029
C 0.017 0.874 -4.018
C -1.262 1.660 -3.836
C -1.216 2.451 -2.526
C -2.497 0.762 -3.953
C 0.327 -0.258 -3.245
N -0.537 -0.702 -2.203
C -1.276 -1.795 -2.513
O -1.443 -2.284 -3.620
C -1.940 -2.349 -1.295
C -2.710 -3.497 -1.219
C -3.275 -3.847 0.004
C -3.037 -3.050 1.125
C -2.237 -1.932 0.979
N -1.709 -1.593 -0.211
C -1.741 -1.034 2.061
O -2.272 -0.962 3.156
N -0.651 -0.327 1.634
C 0.197 0.132 2.664
C 0.584 1.480 2.750
C 1.297 1.901 3.864
C 1.667 1.018 4.859
C 1.376 -0.325 4.718
C 0.657 -0.795 3.630
C 0.444 -2.292 3.500
C 1.774 -3.049 3.599
C -0.521 -2.818 4.566
C 0.236 2.500 1.684
C 1.482 3.237 1.186
C -0.758 3.527 2.228
H 3.435 -3.222 -1.794
H 3.735 -1.555 -2.285
H 3.792 -2.850 -3.472
H 1.222 -2.380 -1.922
H 1.867 -3.436 -4.722
H 0.262 -3.345 -4.032
H 1.462 -4.417 -3.308
H 3.196 -1.153 -4.805
H 2.692 0.867 -6.101
H 0.630 2.125 -5.633
H -1.311 2.387 -4.654
H -0.966 1.778 -1.674
H -2.177 2.926 -2.336
H -0.452 3.227 -2.587
H -2.701 0.249 -3.011
H -2.333 0.006 -4.718
H -3.374 1.344 -4.234
H -2.849 -4.092 -2.109
H -3.889 -4.728 0.091
H -3.436 -3.298 2.096
H 1.557 2.942 3.968
H 2.200 1.376 5.727
H 1.709 -1.020 5.474
H 0.011 -2.508 2.512
H 2.150 -3.034 4.618
H 2.532 -2.613 2.950
H 1.627 -4.090 3.317
H -0.108 -2.675 5.560
H -0.704 -3.880 4.413
H -1.465 -2.286 4.509
H -0.238 1.969 0.817
H 1.880 3.862 1.980
H 1.229 3.889 0.353
H 2.266 2.547 0.881
H -0.271 4.159 2.964
H -1.599 3.037 2.708
H -1.127 4.163 1.426
C -6.096 2.258 4.114
C -4.923 3.087 3.610
C -4.486 2.726 2.188
C -3.778 1.382 2.116
Ge -3.005 1.208 0.255
C -4.581 1.114 -1.036
C -5.383 -0.173 -1.070
C -6.332 -0.194 -2.272
C -7.315 0.972 -2.280
H -6.388 2.621 5.095
H -5.835 1.206 4.204
H -6.949 2.354 3.445
H -4.081 2.969 4.293
H -5.206 4.143 3.604
H -3.813 3.512 1.832
H -5.361 2.726 1.532
H -4.457 0.554 2.312
H -2.989 1.330 2.868
H -2.660 2.744 0.026
H -4.238 1.362 -2.037
H -5.198 1.941 -0.686
H -5.959 -0.270 -0.147
H -4.716 -1.040 -1.144
H -6.891 -1.131 -2.270
H -5.742 -0.177 -3.189
H -7.854 1.026 -1.337
H -8.038 0.848 -3.083
H -6.808 1.920 -2.440
N 6.405 -0.978 0.687
C 7.711 -0.722 0.378
C 8.910 -1.199 0.889
C 10.064 -0.695 0.328
C 10.034 0.238 -0.717
C 8.853 0.717 -1.231
C 7.666 0.243 -0.665
N 6.373 0.558 -0.934
C 5.638 -0.172 -0.124
C 4.202 -0.143 -0.129
C 3.407 -1.102 0.522
C 2.040 -1.061 0.389
N 1.393 -0.109 -0.307
C 2.147 0.827 -0.919
C 3.522 0.843 -0.863
H 6.082 -1.607 1.401
H 8.941 -1.925 1.686
H 11.020 -1.029 0.701
H 10.970 0.585 -1.126
H 8.824 1.432 -2.036
H 3.858 -1.907 1.080
H 1.419 -1.833 0.836
H 1.616 1.584 -1.492
H 4.097 1.590 -1.384
```

LUMO level (alpha / beta), eV: -4.3163 / -4.3136
Energy above the lowest of the compared OMol25 structures with the same formula, charge and spin, kJ/mol: 122.3
Orbital gap (alpha / beta), Eh: 0.2318 / 0.2318
Charge: +1

3.
ORCA calculation (ωB97M-V with the def2-TZVPD basis set) on 12 unconnected molecules or ions with the total composition C51H66F18N6O12 in a non-equilibrium geometry.

```
153
C51H66F18N6O12, DFT ωB97M-V with the def2-TZVPD basis set
C -23.763 -14.400 -19.673
C -24.573 -14.620 -18.400
O -25.711 -13.675 -18.418
C -26.052 -13.255 -17.215
O -25.633 -13.568 -16.114
C -27.120 -12.140 -17.338
F -26.732 -11.243 -18.251
F -28.342 -12.600 -17.694
F -27.271 -11.436 -16.187
H -24.379 -14.574 -20.607
H -22.878 -15.052 -19.748
H -23.407 -13.371 -19.756
H -23.968 -14.274 -17.585
H -24.984 -15.661 -18.393
C -19.220 -6.924 -21.191
C -20.040 -7.727 -22.139
O -20.260 -6.939 -23.334
C -20.931 -7.573 -24.299
O -21.332 -8.722 -24.285
C -21.165 -6.710 -25.584
F -21.524 -7.504 -26.574
F -22.147 -5.824 -25.405
F -20.086 -6.004 -25.904
H -19.688 -5.981 -20.847
H -18.209 -6.717 -21.638
H -19.007 -7.531 -20.335
H -21.021 -7.919 -21.683
H -19.579 -8.705 -22.358
C -26.261 -7.623 -24.368
C -24.791 -7.457 -24.288
O -24.205 -8.668 -23.635
C -23.753 -8.544 -22.421
O -23.569 -7.516 -21.806
C -23.337 -9.895 -21.822
F -22.313 -9.676 -20.979
F -24.349 -10.388 -21.088
F -22.870 -10.705 -22.717
H -26.559 -7.680 -23.347
H -26.577 -8.524 -24.891
H -26.773 -6.728 -24.830
H -24.510 -6.596 -23.647
H -24.220 -7.428 -25.205
C -20.507 -8.743 -14.694
C -20.360 -9.760 -13.627
O -19.139 -10.567 -13.934
C -19.209 -11.772 -13.489
O -20.193 -12.296 -13.088
C -17.791 -12.440 -13.571
F -17.868 -13.753 -13.500
F -17.005 -12.080 -14.549
F -17.156 -11.976 -12.420
H -19.629 -8.118 -14.694
H -21.436 -8.101 -14.503
H -20.664 -9.140 -15.651
H -21.275 -10.312 -13.616
H -20.093 -9.237 -12.718
C -23.297 -12.813 -13.207
C -22.653 -13.417 -14.436
O -22.405 -12.405 -15.446
C -21.951 -12.841 -16.581
O -21.660 -13.955 -16.907
C -22.030 -11.654 -17.541
F -21.070 -10.736 -17.274
F -21.889 -12.084 -18.808
F -23.217 -11.001 -17.322
H -22.636 -12.105 -12.679
H -23.396 -13.666 -12.522
H -24.219 -12.256 -13.362
H -23.366 -14.148 -14.919
H -21.735 -13.966 -14.172
C -27.962 -5.290 -19.827
C -27.610 -6.638 -20.460
O -28.241 -7.726 -19.701
C -29.485 -7.961 -20.020
O -30.176 -7.519 -20.882
C -30.074 -8.966 -19.019
F -31.300 -8.530 -18.862
F -30.067 -10.205 -19.547
F -29.467 -9.054 -17.841
H -27.356 -4.512 -20.265
H -27.736 -5.422 -18.739
H -29.067 -5.198 -19.932
H -26.532 -6.904 -20.395
H -27.872 -6.755 -21.496
C -25.666 -9.662 -13.494
C -25.040 -9.128 -12.362
C -24.403 -7.895 -12.507
N -24.271 -7.348 -13.708
C -24.949 -7.813 -14.734
C -25.777 -8.971 -14.651
H -26.251 -10.546 -13.417
H -25.092 -9.549 -11.407
H -23.869 -7.455 -11.674
H -24.899 -7.287 -15.664
H -26.386 -9.335 -15.483
C -18.116 -9.166 -17.760
C -16.727 -9.163 -17.609
C -16.149 -7.964 -17.423
N -16.805 -6.773 -17.476
C -18.103 -6.760 -17.656
C -18.805 -7.941 -17.895
H -18.647 -10.039 -18.054
H -16.207 -10.111 -17.652
H -15.029 -7.843 -17.280
H -18.626 -5.782 -17.738
H -19.857 -7.924 -18.086
C -21.836 -2.817 -21.914
C -22.620 -2.367 -20.867
C -23.934 -2.806 -20.704
N -24.525 -3.670 -21.585
C -23.782 -4.020 -22.650
C -22.438 -3.643 -22.876
H -20.753 -2.628 -21.958
H -22.079 -1.850 -20.028
H -24.483 -2.438 -19.822
H -24.308 -4.664 -23.421
H -21.849 -3.973 -23.680
C -15.772 -2.829 -18.325
C -17.080 -2.099 -18.708
C -17.986 -2.878 -19.727
C -17.356 -3.318 -20.932
N -16.748 -3.627 -21.864
H -15.117 -2.932 -19.216
H -15.879 -3.740 -17.812
H -15.160 -2.184 -17.719
H -16.713 -1.131 -19.114
H -17.584 -1.843 -17.798
H -18.835 -2.205 -19.881
H -18.494 -3.702 -19.219
C -22.467 -7.501 -17.753
C -22.115 -6.951 -19.173
C -22.412 -5.462 -19.321
C -21.654 -4.538 -18.447
N -21.027 -3.949 -17.688
H -22.116 -8.540 -17.803
H -23.543 -7.476 -17.620
H -21.939 -6.927 -16.901
H -22.793 -7.432 -19.896
H -21.044 -7.071 -19.343
H -23.504 -5.232 -19.182
H -22.161 -5.101 -20.333
C -24.540 -1.318 -15.606
C -23.884 -2.280 -14.657
C -23.065 -3.294 -15.489
C -23.986 -4.047 -16.418
N -24.752 -4.363 -17.189
H -23.868 -0.482 -16.099
H -25.408 -0.793 -15.286
H -24.841 -1.865 -16.503
H -24.631 -2.883 -14.129
H -23.179 -1.749 -13.955
H -22.583 -3.980 -14.836
H -22.296 -2.906 -16.139
```

SMILES string: CCOC(=O)C(F)(F)F.CCOC(=O)C(F)(F)F.CCOC(=O)C(F)(F)F.CCOC(=O)C(F)(F)F.CCOC(=O)C(F)(F)F.CCOC(=O)C(F)(F)F.c1ccncc1.c1ccncc1.c1ccncc1.CCCC#N.CCCC#N.CCCC#N
LUMO level, eV: 0.4825
Orbital gap, Eh: 0.3754
Charge: 0

no.,E (hartree)
1,-4187.39973
2,-5387.68493
3,-5011.93900